[1]
Here is an isolated ion of composition C6H14NO and charge -1 from OMol25. Energies are from ωB97M-V with the def2-TZVPD basis set.

Results
Molecular weight (g/mol): 116.2
SMILES: NCCCCCC[O-]
Max |F| (eV/Å): 1.1

Structure (ORCA input):
```
! wB97M-V def2-TZVPD RIJCOSX def2/J DEFGRID3
* xyz -1 1
C 2.21 0.48 1.38
O 3.17 0.68 2.29
C 1.23 -0.64 1.77
C 0.17 -1.02 0.76
C -0.85 0.07 0.49
C -0.52 0.92 -0.75
C -0.86 0.20 -2.07
N -2.30 0.12 -2.25
H 2.59 0.17 0.35
H 1.57 1.39 1.15
H 0.80 -0.39 2.75
H 1.88 -1.49 2.04
H 0.70 -1.27 -0.17
H -0.36 -1.94 1.03
H -0.91 0.69 1.38
H -1.85 -0.38 0.39
H -1.09 1.85 -0.74
H 0.55 1.14 -0.73
H -0.32 -0.75 -2.06
H -0.44 0.83 -2.86
H -2.62 -0.63 -2.84
H -2.73 -0.03 -1.34
*
```

[2]
Here is an isolated ion of composition C6H14NO and charge -1 from OMol25. Energies are from ωB97M-V with the def2-TZVPD basis set.

Results
Molecular weight (g/mol): 116.2
SMILES: CCN(C)[C@H](C)C[O-]
Max |F| (eV/Å): 2.5

Structure (ORCA input):
```
! wB97M-V def2-TZVPD RIJCOSX def2/J DEFGRID3
* xyz -1 1
C 1.15 0.18 2.82
C -0.05 0.32 1.85
N 0.25 -0.28 0.58
C -0.16 -1.69 0.54
C -1.70 0.47 -0.77
C -0.21 0.52 -0.60
C 0.50 -0.04 -1.92
O 0.35 0.81 -2.95
H 1.39 -0.88 2.96
H 1.99 0.64 2.29
H 1.05 0.67 3.79
H -1.00 0.00 2.32
H -0.08 1.43 1.79
H -1.18 -2.05 0.37
H 0.56 -2.11 -0.16
H 0.04 -2.16 1.52
H -2.24 1.10 -0.06
H -1.90 0.94 -1.74
H -2.07 -0.55 -0.86
H 0.23 1.52 -0.51
H 0.02 -1.00 -2.25
H 1.57 -0.22 -1.65
*
```

Respective LUMO energy values: 3.54, 3.69 eV.
Respective ΔE to the lowest compared entry with this formula, charge and spin values: 14.0, 31.0 kcal/mol.
Respective HOMO-LUMO gap values: 5.75, 5.77 eV.